Density functional theory data (wB97M-V/def2-TZVPD) for 2 unconnected molecules or ions with the total composition C5H13NO2S at a distorted geometry.

```
22
Properties=species:S:1:pos:R:3
C -0.332 -2.435 -0.919
C -0.586 -0.955 -1.346
C -0.753 0.055 -0.278
C -1.481 -0.316 0.992
N -0.243 1.255 -0.536
C -0.361 2.330 0.330
H 0.426 -2.528 -0.184
H -1.231 -2.667 -0.318
H -0.218 -3.115 -1.738
H 0.305 -0.638 -1.916
H -1.600 -1.000 -1.867
H -2.538 0.104 1.090
H -0.859 -0.030 1.739
H -1.527 -1.393 1.097
H -0.035 3.175 -0.205
H -1.412 2.465 0.703
H 0.282 2.158 1.442
O 2.252 0.790 1.616
S 2.724 -0.261 0.390
O 2.558 0.680 -0.929
H 3.002 1.297 1.817
H 1.627 1.030 -0.982
```

Results
SMILES string: CC/C(C)=N/C.OSO
Multiplicity: 1
Energy in eV: -21813.744
Charge: 0

Results of the Löwdin charge analysis, in e, for atoms 1 through 4:
1 C -0.10
2 C -0.19
3 C -0.34
4 C -0.01

***

Density functional theory data (wB97M-V/def2-TZVPD) for a single C5H13NO2S molecule at a distorted geometry.

```
22
Properties=species:S:1:pos:R:3
C -0.599 0.981 -1.338
C -0.644 -1.547 -1.169
C -2.340 -0.425 0.126
C 1.584 -0.357 0.717
C -0.866 -0.257 -0.418
N 0.008 -0.337 0.871
O 3.151 1.556 2.026
O 0.863 2.138 1.202
S 2.060 1.509 0.707
H 0.455 0.967 -1.816
H -1.289 0.887 -2.085
H -0.697 1.878 -0.641
H -0.935 -1.487 -2.179
H -1.107 -2.348 -0.618
H 0.421 -1.753 -1.012
H -2.289 -1.112 0.898
H -2.706 0.402 0.676
H -2.971 -0.754 -0.698
H 2.023 -0.803 1.531
H 1.996 -1.017 -0.040
H -0.186 0.472 1.498
H 4.070 1.408 1.763
```

Results
Multiplicity: 1
Energy in eV: -21813.695
Charge: 0

Results of the Löwdin charge analysis, in e, for atoms 1 through 4:
1 C -0.04
2 C -0.07
3 C -0.04
4 C -0.24

***

Density functional theory data (wB97M-V/def2-TZVPD) for a molecular structure, C5H13NO3S at a distorted geometry.

```
23
Properties=species:S:1:pos:R:3
C -1.545 1.602 -1.231
C 1.252 1.615 0.560
C 0.222 -1.842 -0.517
C -0.138 1.001 -1.374
C 0.543 0.482 -0.202
N 0.699 -0.742 0.225
O -1.730 -2.703 3.395
O 0.745 -1.567 2.731
O -2.103 -0.488 2.666
S -1.330 -1.340 3.441
H -1.507 2.395 -0.435
H -1.618 1.947 -2.249
H -2.218 0.805 -0.896
H 0.419 2.059 0.973
H 1.913 1.071 1.309
H 1.874 2.253 0.041
H 0.983 -2.723 -0.407
H -0.645 -2.350 -0.018
H 0.013 -1.551 -1.520
H -0.249 0.209 -2.027
H 0.484 1.847 -1.781
H 1.073 -2.414 2.798
H 1.000 -1.240 1.754
```

Results
Multiplicity: 1
Energy in eV: -23861.547
Charge: 0

Results of the Löwdin charge analysis, in e, for atoms 1 through 4:
1 C -0.06
2 C 0.00
3 C -0.12
4 C -0.23

***

Density functional theory data (wB97M-V/def2-TZVPD) for 2 unconnected molecules or ions with the total composition C5H13NOSi at a distorted geometry.

```
21
Properties=species:S:1:pos:R:3
C -1.277 2.611 0.390
C -1.528 1.319 0.613
C 2.089 1.059 -0.756
C 1.979 -0.715 0.808
C -1.751 -2.704 -0.217
N 1.679 -0.289 -0.523
O -2.052 -1.349 -0.062
Si -1.395 -0.006 -0.659
H -1.294 3.343 1.181
H -1.068 2.986 -0.597
H -1.722 1.002 1.633
H 1.654 1.783 -0.041
H 3.184 1.153 -0.669
H 1.798 1.351 -1.765
H 1.608 -0.028 1.588
H 1.554 -1.705 0.976
H 3.071 -0.785 0.944
H -2.155 -3.240 0.644
H -0.672 -2.858 -0.267
H -2.209 -3.093 -1.129
H -1.494 0.162 -2.094
```

Results
Multiplicity: 1
Energy in eV: -16807.505
Charge: 0

Results of the Löwdin charge analysis, in e, for atoms 1 through 4:
1 C -0.08
2 C -0.29
3 C -0.24
4 C -0.23

***

Density functional theory data (wB97M-V/def2-TZVPD) for 2 unconnected molecules or ions with the total composition C5H13NOSi at a distorted geometry.

```
21
Properties=species:S:1:pos:R:3
C 0.159 2.265 1.185
C -0.070 0.860 0.553
C -0.402 -0.216 1.621
C 1.266 0.349 0.000
C -1.116 1.010 -0.479
N -1.928 1.168 -1.286
O -2.772 1.225 -2.123
H 0.904 2.115 2.089
H -0.871 2.647 1.521
H 0.636 2.928 0.491
H -0.628 -1.133 1.139
H 0.508 -0.339 2.246
H -1.300 0.113 2.233
H 1.887 1.209 -0.451
H 0.938 -0.327 -0.848
H 1.804 -0.268 0.651
Si 0.210 -2.763 -1.743
H -0.328 -1.634 -1.007
H -0.850 -3.581 -2.217
H 0.918 -2.129 -2.819
H 1.035 -3.499 -0.757
```

Results
SMILES string: CC(C)(C)C#[N+][O-].[SiH4]
Multiplicity: 1
Energy in eV: -16806.722
Charge: 0

Results of the Löwdin charge analysis, in e, for atoms 1 through 4:
1 C -0.06
2 C -0.59
3 C -0.05
4 C -0.08

***

Density functional theory data (wB97M-V/def2-TZVPD) for a molecular structure, C5H13NS at a distorted geometry.

```
20
Properties=species:S:1:pos:R:3
C -1.303 -1.365 -2.060
N -0.613 -1.787 -0.842
C 0.232 -0.396 -0.302
C -0.597 0.851 0.106
C -0.070 1.581 1.312
S 2.652 2.875 2.239
C 1.296 -0.840 0.687
H -0.658 -1.709 -2.873
H -1.350 -0.279 -2.167
H -2.280 -1.845 -2.115
H -0.790 -1.304 -0.028
H 0.832 -0.200 -1.189
H -1.647 0.551 0.189
H -0.528 1.499 -0.769
H -0.069 1.047 2.267
H -0.774 2.405 1.488
H 0.927 2.067 1.347
H 1.698 -1.760 0.249
H 0.894 -1.211 1.633
H 2.147 -0.181 0.828
```

Results
Multiplicity: 2
Energy in eV: -17717.663
Charge: -1

Results of the Löwdin charge analysis, in e, for atoms 1 through 4:
1 C -0.18
2 N -0.05
3 C -0.35
4 C -0.22